Entry 1:
Here is a cluster of 6 separate species, C18H32O10 in total at a distorted geometry from OMol25. Energies are from wB97M-V/def2-TZVPD.

Geometry as ORCA input:
```
! RIJCOSX wB97M-V def2-TZVPD def2/J DEFGRID3
* xyz 0 1
O -0.615 -0.749 -3.208
O -2.313 0.153 -2.105
O 4.439 1.558 -0.631
O -0.769 -1.788 5.079
O 1.446 -0.600 -1.431
O 4.367 0.918 -2.739
O -1.891 0.136 5.188
O -5.210 0.300 0.153
O -4.450 -1.684 0.800
O 3.442 -1.887 -2.769
C -0.846 -0.447 5.070
C -4.417 -0.334 0.790
C -2.967 1.825 -3.587
C -3.236 -2.214 1.325
C 3.765 2.436 0.262
C -2.544 -1.062 2.041
C -1.576 -0.023 -3.224
C 3.173 2.948 -2.020
C 1.251 -1.011 4.112
C 0.504 0.134 4.754
C -2.184 0.788 -4.346
C 0.985 -0.407 -0.111
C -3.125 0.206 1.441
C 0.524 -2.262 4.663
C -3.401 1.075 -2.321
C 3.112 -3.203 -3.108
C 4.044 1.711 -1.912
C 2.753 3.212 -0.593
H -3.403 -3.043 2.009
H -3.317 1.030 2.118
H 2.370 2.788 -2.734
H 0.558 -1.324 0.312
H 1.689 3.009 -0.467
H -2.594 -2.562 0.512
H 3.853 3.687 -2.455
H 0.322 -3.050 3.941
H 1.086 -1.032 3.033
H -2.342 2.689 -3.353
H -1.465 -1.170 1.921
H -1.374 1.177 -4.959
H 0.377 1.062 4.204
H 2.321 -1.068 4.298
H 3.309 1.851 1.058
H -4.304 0.483 -2.460
H -3.750 2.220 -4.237
H -2.789 0.102 -4.942
H 4.466 3.153 0.694
H 0.940 0.393 5.725
H 1.856 -0.246 0.529
H -2.583 0.530 0.550
H 2.022 -3.366 -3.121
H -3.526 1.793 -1.516
H 3.421 -3.480 -4.114
H 1.039 -2.689 5.526
H 2.804 4.276 -0.346
H -2.727 -1.079 3.116
H 3.465 -3.967 -2.405
H 0.663 -0.703 -2.016
H 0.353 0.483 -0.070
H 2.998 -1.680 -1.924
*
```

Its SMILES is O=C1CCCO1.O=C1CCCO1.O=C1CCCO1.O=C1CCCO1.CO.CO. The HOMO-LUMO gap is 9.259 eV. The calculation puts the HOMO energy at -9.037 eV. The maximum force is 1.64 eV/Å.

Results of the natural (NBO) charge analysis, in e, for atoms 1 through 2:
1. O -0.60
2. O -0.50

=====

Entry 2:
Here is a cluster of 2 separate species, CH6NS in total at a distorted geometry from OMol25. Energies are from wB97M-V/def2-TZVPD.

Geometry as ORCA input:
```
! RIJCOSX wB97M-V def2-TZVPD def2/J DEFGRID3
* xyz -1 1
S 2.356 0.190 -2.310
N 0.154 0.534 1.263
C -0.959 -0.487 0.723
H -0.189 1.538 1.110
H -0.759 -1.470 1.416
H -0.998 -0.806 -0.318
H 1.564 0.263 -3.344
H -1.998 -0.251 1.005
H 0.830 0.488 0.455
*
```

The HOMO-LUMO gap is 6.633 eV. The calculation puts the HOMO energy at -2.565 eV. The maximum force is 3.99 eV/Å. The energy above the lowest of the compared OMol25 structures with the same formula, charge and spin comes out at 0.8500 eV.

Results of the natural (NBO) charge analysis, in e, for atoms 1 through 2:
1. S -1.07
2. N -0.85

=====

Entry 3:
Here is the molecule C3H4N2O at a distorted geometry from OMol25. Energies are from wB97M-V/def2-TZVPD.

Geometry as ORCA input:
```
! RIJCOSX wB97M-V def2-TZVPD def2/J DEFGRID3
* xyz 0 1
O -1.281 -1.142 -1.422
N -0.178 -1.086 0.687
N 1.181 0.642 0.306
C 0.216 0.633 -0.733
C 0.517 -0.091 1.224
C -0.424 -0.577 -0.562
H -0.007 0.569 1.927
H -0.226 1.616 -0.860
H 1.727 1.458 0.541
H -1.526 -2.022 -1.108
*
```

Its SMILES is Oc1c[nH]cn1. The HOMO-LUMO gap (alpha / beta) is 7.469 / 7.465 eV. The calculation puts the HOMO energy (alpha / beta) at -7.487 / -7.486 eV. The maximum force is 2.60 eV/Å. The energy above the lowest of the compared OMol25 structures with the same formula, charge and spin comes out at 4.1865 eV.

Results of the natural (NBO) charge analysis, in e, for atoms 1 through 2:
1. O -0.65
2. N -0.51

=====

Entry 4:
Here is a structure of composition C10H6Cl3F6N3O7RhS2 at a distorted geometry from OMol25. Energies are from wB97M-V/def2-TZVPD.

Geometry as ORCA input:
```
! RIJCOSX wB97M-V def2-TZVPD def2/J DEFGRID3
* xyz 1 5
Rh -0.141 -0.205 -0.361
Cl 2.151 -3.454 2.586
Cl 3.993 -2.731 0.477
Cl 3.674 -0.986 2.778
S -1.102 -2.182 -1.995
S -3.117 -1.709 -0.196
F -1.938 -2.481 -4.415
F -1.522 -4.353 -3.394
F -3.566 0.400 -1.674
F -4.957 -1.227 -2.019
F 0.112 -3.108 -4.076
F -5.143 -0.005 -0.246
O -3.865 -2.510 0.690
O -3.897 4.366 -3.248
O 2.083 -0.543 0.042
O 0.039 -2.581 -1.202
O -2.150 -0.771 0.416
O 0.590 -1.405 1.400
O -0.979 -0.760 -2.388
N -2.044 5.208 -4.250
N -0.483 1.878 -0.761
N -2.486 -2.534 -1.387
C -4.300 -0.561 -1.091
C 2.882 -2.136 1.694
C -1.829 3.584 -2.448
C -1.606 2.481 -0.345
C -1.118 -3.122 -3.600
C 1.772 -1.305 0.982
C -2.694 4.435 -3.359
C -2.296 3.353 -1.160
C -0.001 2.127 -1.991
C -0.651 2.975 -2.866
H -0.251 3.124 -3.859
H -3.212 3.821 -0.827
H -1.048 5.333 -4.257
H -2.599 5.803 -4.843
H 0.939 1.657 -2.262
H -1.948 2.255 0.657
*
```

Its expectation value of S² is 6.0097. The HOMO-LUMO gap (alpha / beta) is 9.395 / 5.813 eV. The calculation puts the HOMO energy (alpha / beta) at -13.520 / -13.508 eV. The maximum force is 1.76 eV/Å. The energy above the lowest of the compared OMol25 structures with the same formula, charge and spin comes out at 0.7530 eV.

Results of the natural (NBO) charge analysis, in e, for atoms 1 through 2:
1. Rh 1.65
2. Cl 0.11

=====

> Which formula does entry 1 have?

C18H32O10

=====

> What is the maximum force in the first record?

1.64 eV/Å

=====

> Which formula does entry 4 have?

C10H6Cl3F6N3O7RhS2